No. 1
85
Properties=species:S:1:pos:R:3 method="wB97M-V/def2-TZVPD" charge=-4 spin_multiplicity=2 orbital_gap_ev="2.670 / 7.097"
Hg 0.248 0.105 0.497
S 2.144 -2.186 2.434
P -1.285 0.436 -3.144
F 1.007 -2.136 4.793
F -2.333 -0.738 -2.669
F 2.866 -0.832 4.582
F -2.064 0.558 -4.610
F -0.475 0.307 -1.740
F -0.306 -0.667 -3.811
F 3.074 -2.933 4.861
F -2.228 1.536 -2.473
F -0.327 1.571 -3.824
O 2.546 0.672 0.527
O -0.520 -5.819 -1.845
O 3.246 -3.742 -0.761
O -1.952 0.608 0.730
O 0.873 8.870 -2.470
O 1.482 -3.477 2.251
O 2.142 6.949 -4.393
O 4.459 0.384 -2.465
O 1.667 -4.953 -1.731
O 1.987 1.602 -6.002
O 1.617 5.472 -2.671
O 3.469 3.945 -5.149
O 2.587 1.568 -1.574
O -0.213 -6.496 -5.200
O -0.072 -3.411 -1.838
O 0.423 6.941 -1.257
O 2.459 3.687 1.084
O 1.898 5.385 -0.262
O -1.310 -7.728 -2.821
O 3.446 -2.176 1.772
O 0.059 2.467 -0.102
O 4.646 -1.004 -0.643
O 2.525 0.857 -3.894
O 0.459 -4.883 -3.718
O 3.965 2.656 -3.309
O 0.023 4.487 -1.216
O 1.261 -1.103 1.960
O 1.048 -1.643 -1.090
N -1.863 -0.144 1.863
C -0.167 -6.009 -4.113
C 3.026 0.778 -0.636
C -2.500 -1.352 4.408
C -3.531 1.435 3.205
C -2.171 -2.198 3.171
C -0.716 -6.669 -2.894
C 3.411 2.921 -4.445
C 0.472 3.614 -0.352
C 0.941 7.644 -2.273
C 4.165 -0.083 -1.260
C -1.011 1.907 3.152
C -2.109 0.784 3.060
C -1.893 -2.442 0.707
C -1.808 -0.016 4.373
C 1.737 4.211 0.228
C 1.652 6.649 -3.252
C 2.287 -1.969 4.324
C 0.956 -2.811 -1.380
C 2.093 -3.894 -1.170
C -4.102 -1.472 1.704
C -2.558 -1.526 1.820
C 2.529 1.725 -4.851
B 3.415 1.399 -2.798
B 0.991 5.571 -1.380
B 0.343 -4.729 -2.299
H -4.258 0.824 3.740
H -3.994 1.600 2.232
H -1.907 -1.898 -0.238
H -0.748 -0.222 4.520
H -1.133 -2.519 3.260
H -2.245 0.597 5.162
H -0.947 -2.882 1.022
H -4.549 -2.464 1.631
H -1.080 2.539 4.037
H -2.756 -3.076 3.445
H -0.939 2.608 2.320
H -2.514 -3.312 0.495
H -0.019 1.458 3.207
H -2.885 0.832 0.722
H -3.583 -1.258 4.489
H -2.251 -1.798 5.371
H -4.697 -0.983 2.475
H -3.402 2.431 3.630
H -4.229 -0.936 0.763

No. 2
48
Properties=species:S:1:pos:R:3 method="wB97M-V/def2-TZVPD" charge=+2 orbital_gap_ev="4.780 / 4.845"
Te -1.619 3.045 -1.969
Pd -0.671 0.703 -1.068
Br -2.396 0.086 0.687
O 0.965 1.260 -1.905
O 2.423 -0.464 -4.006
N 1.840 0.604 0.117
N 0.539 0.644 0.520
C -1.506 0.594 5.784
C 1.617 -2.625 -3.585
C -0.443 0.082 -4.873
C -1.558 1.379 -3.177
C -1.206 0.586 2.132
C 1.908 -1.349 -3.112
C -2.306 0.230 -2.792
C 0.213 1.793 6.953
C 1.930 0.393 -1.317
C 1.060 -3.572 -2.742
C 0.172 0.642 1.750
C -1.121 -1.067 -4.428
C 1.104 -1.995 -0.942
C 0.646 2.356 5.758
C -0.867 0.919 6.965
C 1.675 -1.028 -1.776
C -2.044 -0.999 -3.402
C 0.788 -3.259 -1.416
C -0.629 1.284 -4.245
C 0.024 2.023 4.570
C -1.045 1.116 4.567
C -1.731 0.703 3.362
H -0.944 -2.011 -4.925
H -2.779 0.445 3.487
H 0.319 2.532 3.661
H -3.154 0.340 -2.128
H 1.455 3.074 5.760
H 0.850 -4.564 -3.119
H -1.218 0.502 7.899
H 2.340 0.446 -3.701
H 0.250 0.005 -5.700
H 0.701 2.060 7.880
H -0.081 2.163 -4.556
H 0.371 -4.003 -0.752
H 1.844 -2.854 -4.619
H -2.354 -0.079 5.796
H 0.923 0.639 2.534
H 2.467 0.114 0.742
H 0.956 -1.785 0.107
H -2.608 -1.875 -3.110
H 2.898 0.766 -1.665

No. 3
57
Properties=species:S:1:pos:R:3 method="wB97M-V/def2-TZVPD" relative_energy_kcal_mol=4.1 charge=-1 orbital_gap_ev=7.216
Ca -0.644 -0.153 1.388
Cl -5.712 1.456 -3.768
Cl -1.005 3.415 -2.025
S -1.403 -3.551 0.468
S -2.452 -4.684 2.809
S 1.046 0.500 -1.260
S -0.402 -2.487 3.101
O -1.471 1.669 0.277
O -0.348 -2.399 -0.026
O -0.391 0.772 3.630
O 1.337 0.450 0.221
O -1.063 -1.220 -0.542
O -3.045 -0.255 1.683
O 0.793 -0.085 5.286
N -2.733 -0.302 4.642
N -1.507 -0.240 5.328
C 0.863 -1.063 6.322
C -1.413 -3.532 2.214
C -2.403 1.593 -0.570
C 2.828 -3.269 -3.074
C 2.255 1.671 -1.885
C -3.794 -0.064 0.731
C -4.572 0.736 -1.410
C 3.188 2.872 -3.732
C 3.137 -1.246 -1.816
C -2.376 2.376 -1.778
C -3.566 0.764 -0.429
C 3.065 2.357 -1.000
C 3.658 -2.404 -2.364
C -3.357 2.328 -2.728
C 4.020 3.559 -2.854
C 1.481 -2.985 -3.220
C -0.381 0.150 4.682
C 1.786 -0.967 -1.977
C 2.298 1.929 -3.249
C -4.469 1.496 -2.539
C 3.956 3.304 -1.493
C 0.946 -1.831 -2.660
H -2.644 -0.978 3.883
H 1.920 -1.189 6.536
H 0.834 -3.674 -3.748
H 3.238 -4.176 -3.500
H 4.707 -2.638 -2.241
H 1.640 1.393 -3.924
H 3.768 -0.563 -1.261
H 4.713 4.299 -3.234
H -5.432 0.094 -1.260
H -0.115 -1.618 -2.686
H 0.449 -2.013 5.978
H 3.232 3.077 -4.794
H -2.891 0.602 4.213
H -4.785 -0.555 0.742
H -1.438 -0.923 6.060
H -3.277 2.931 -3.621
H 4.596 3.846 -0.809
H 2.982 2.143 0.058
H 0.356 -0.717 7.227

No. 4
57
Properties=species:S:1:pos:R:3 method="wB97M-V/def2-TZVPD" relative_energy_kcal_mol=6.7 charge=-1 orbital_gap_ev=6.825
Ca 0.887 1.061 -0.340
Cl -3.150 3.356 -2.453
Cl -0.176 7.077 -4.978
S -0.498 -1.205 1.403
S 2.337 2.496 4.287
S 1.460 3.205 1.491
S 3.135 0.787 2.283
O -0.142 -2.025 -3.667
O 0.214 -0.697 -1.943
O -0.522 0.291 1.449
O 3.010 0.460 0.672
O 2.310 2.127 -1.984
O -0.567 2.279 -1.635
O 2.147 -0.715 0.438
N 3.010 -0.917 -2.258
N 2.018 -1.485 -3.077
C 0.506 -3.058 3.163
C 1.087 -3.453 4.359
C 1.092 -1.163 5.111
C 0.500 -0.761 3.922
C -0.256 5.632 -4.002
C 0.822 3.833 -2.807
C 2.217 2.236 2.635
C -2.658 -2.904 1.323
C -2.191 -1.682 1.781
C -3.964 -3.284 1.605
C 2.084 3.200 -2.537
C 0.210 -1.716 2.969
C 0.879 5.004 -3.592
C -0.437 3.282 -2.378
C 1.379 -2.503 5.331
C 0.693 -1.355 -2.842
C -3.010 -0.818 2.489
C -4.789 -2.432 2.326
C -1.595 3.988 -2.883
C 0.378 -2.758 -4.766
C -1.514 5.112 -3.650
C -4.315 -1.199 2.762
H 1.328 -4.496 4.523
H 1.354 -0.409 5.843
H -2.007 -3.547 0.741
H 1.849 -2.810 6.258
H -4.966 -0.532 3.312
H 0.953 -2.116 -5.437
H 2.947 3.772 -2.923
H -2.419 5.603 -3.983
H -2.618 0.143 2.801
H 0.992 -3.599 -4.434
H 1.848 5.397 -3.878
H 2.761 -1.025 -1.258
H -4.338 -4.236 1.251
H 0.303 0.287 3.726
H 0.300 -3.782 2.382
H 2.363 -2.165 -3.729
H 3.055 0.083 -2.441
H -0.485 -3.145 -5.299
H -5.811 -2.722 2.538

No. 5
50
Properties=species:S:1:pos:R:3 method="wB97M-V/def2-TZVPD" relative_energy_kcal_mol=8.8 charge=+2 orbital_gap_ev=6.492
Ta -0.494 -0.275 0.258
Cl 4.161 0.552 5.957
Cl -1.614 -2.178 0.497
S -2.221 1.191 -0.534
O -0.136 0.086 2.020
N 1.861 2.505 -0.029
N 0.047 -0.806 -1.832
N 0.453 2.247 0.075
N 1.787 -0.328 0.130
C 2.559 -0.096 1.150
C -4.143 0.211 1.195
C 1.787 -1.000 -3.510
C -4.642 0.092 -1.173
C 3.657 -0.488 -1.510
C 3.162 -0.930 -3.824
C 3.200 0.235 3.466
C -0.517 -1.391 -4.082
C 2.179 0.106 2.513
C 1.370 -0.773 -2.179
C 0.798 -1.306 -4.466
C 2.324 -0.520 -1.167
C -6.257 -0.655 0.446
C 2.905 0.393 4.805
C 1.572 0.425 5.216
C -3.779 0.410 -0.133
C -0.853 -1.125 -2.758
C -5.387 -0.328 1.478
C 0.551 0.318 4.289
C 4.073 -0.681 -2.837
C 0.839 0.167 2.943
C -5.886 -0.446 -0.874
H -4.354 0.279 -2.200
H -3.467 0.495 1.992
H -6.564 -0.694 -1.679
H 5.128 -0.639 -3.067
H 4.425 -0.320 -0.767
H 0.169 2.566 0.996
H -5.682 -0.476 2.508
H 2.050 3.487 0.143
H -0.087 2.800 -0.587
H -1.888 -1.167 -2.441
H 2.147 2.308 -0.980
H 4.236 0.197 3.153
H -1.293 -1.647 -4.789
H -7.232 -1.062 0.677
H -0.484 0.357 4.604
H 1.345 0.536 6.267
H 1.091 -1.479 -5.494
H 3.474 -1.086 -4.849
H 3.632 -0.068 0.985